This record from the Open Molecules 2025 dataset describes an isolated ion of composition C3H2NOS2 and charge -1. The level of theory is ωB97M-V/def2-TZVPD.

Structure (XYZ):
```
9
Properties=species:S:1:pos:R:3
O -2.542 -0.109 0.944
C -1.583 -0.380 0.237
S -1.192 -1.569 -0.888
C -0.551 0.655 0.461
N 0.621 0.664 0.052
C 1.481 -0.125 -0.504
S 2.787 -0.913 0.301
H -0.771 1.582 0.994
H 1.749 0.195 -1.597
```

As for the energy relative to the best compared isomer or geometry (same formula, charge and spin): 47.7 kcal/mol. Its net charge is -1. The SMILES is [O-]C(=S)/C=N\C=S. The value obtained for the orbital gap is 0.285 Ha. As for the total energy: -1041.90861 Ha. As for the molecular weight: 132.2 g mol⁻¹. The calculation puts the HOMO energy at -4.24 eV. The calculation puts the max |F| at 4.12 eV/A. Its spin multiplicity is 1.

For reference, the Mulliken charges in units of e are: atom 1 (O): -0.622, atom 2 (C): 0.301, atom 3 (S): -0.476, atom 4 (C): -0.038, atom 5 (N): -0.209, atom 6 (C): -0.149, atom 7 (S): -0.397, atom 8 (H): 0.367, atom 9 (H): 0.224